(1)
The following is a quantum chemistry calculation of a 4-piece molecular cluster, C2H10O4 overall, from OMol25.

The geometry in XYZ format:
```
16
Properties=species:S:1:pos:R:3:lowdin_charge:R:1
C 1.5035 0.7356 0.3912 -0.061
C 0.0453 0.3147 0.4880 -0.328
O -0.3083 -0.3738 1.4227 0.013
H 1.8969 0.8298 -0.6123 0.070
H 2.1328 -0.0202 0.8927 0.080
H 1.7173 1.5197 1.1538 0.093
H -0.3844 0.6433 -0.4649 0.123
O -2.7064 0.6367 2.1347 -0.084
H -1.8807 0.1555 1.9247 -0.018
H -3.2051 0.0080 2.6812 0.049
O -0.6542 2.4216 1.2008 -0.050
H -1.0412 3.2921 1.0335 0.075
H -1.0790 2.0502 1.9841 0.039
O 1.3483 -4.1710 -5.1217 -0.059
H 2.0214 -4.2546 -4.4410 0.030
H 0.5937 -3.7877 -4.6676 0.029
```

Properties
HOMO energy = -10.1 eV
LUMO = 0.592 eV
total charge = 0
HOMO-LUMO gap = 10.66 eV
2S+1 = 1
energy above the lowest of the compared OMol25 structures with the same formula, charge and spin = 22.7 kcal per mole
structure (SMILES) = CC=O.O.O.O



(2)
The following is a quantum chemistry calculation of C4H17BeNOP as an isolated structure, from OMol25.

The geometry in XYZ format:
```
25
Properties=species:S:1:pos:R:3:lowdin_charge:R:1
C -2.2916 -2.2594 -0.2939 -0.153
Be -1.6767 -0.1571 -0.2843 -0.536
N -1.6023 -0.2279 -2.1402 0.046
H -1.3107 -1.7207 0.1010 0.059
H -2.0104 0.8934 0.3684 -0.028
H -2.6071 -2.6091 0.7124 0.024
H -2.0698 -3.0938 -0.9390 0.005
H -3.2211 -1.7912 -0.6256 0.020
H -0.6280 -0.3659 -2.4821 0.021
H -1.8184 0.7443 -2.3794 0.025
H -2.1830 -0.7833 -2.7317 0.002
C 0.7855 1.7022 2.0018 -0.272
P 1.1183 0.7102 0.5300 0.686
C 2.1977 1.6514 -0.5828 -0.331
C 1.9153 -0.8094 1.0535 -0.344
O -0.1595 0.2209 -0.2110 -0.475
H 0.6402 2.7610 1.7476 0.039
H 1.5920 1.6538 2.7527 0.040
H -0.1373 1.3318 2.4655 0.037
H 3.1828 1.9282 -0.1695 0.035
H 2.3751 1.0619 -1.4913 0.010
H 1.6962 2.5819 -0.8801 0.023
H 1.3287 -1.6453 0.6535 0.012
H 2.9395 -0.8899 0.6786 0.026
H 1.9445 -0.8880 2.1460 0.026
```

Properties
HOMO energy = 0.4 eV
LUMO = 2.732 eV
total charge = -1
HOMO-LUMO gap = 2.32 eV
2S+1 = 1
energy above the lowest of the compared OMol25 structures with the same formula, charge and spin = 9.8 kcal per mole



(3)
The following is a quantum chemistry calculation of C2DyF2O3S as an isolated structure, from OMol25.

The geometry in XYZ format:
```
9
Properties=species:S:1:pos:R:3:mulliken_spin:R:1
Dy -0.6281 1.0205 1.5416 6.019
S -0.1604 -1.5422 -0.2523 -0.015
O 0.6364 -0.7601 0.9869 -0.008
C -1.2904 -0.1671 -0.6434 0.065
F -0.9868 0.3618 -1.9067 0.010
F -2.5848 -0.6643 -0.8513 0.008
O 1.9395 1.6481 0.1746 -0.026
C 2.7051 0.7492 0.1373 -0.056
O 3.7333 0.2002 0.0964 0.002
```

Properties
HOMO energy (alpha / beta) = -7.3 / -7.4 eV
LUMO (alpha / beta) = -0.669 / -1.673 eV
total charge = 0
HOMO-LUMO gap (alpha / beta) = 6.59 / 5.70 eV
2S+1 = 7



(4)
The following is a quantum chemistry calculation of a 4-piece molecular cluster, C20H37BNO8 overall, from OMol25.

The geometry in XYZ format:
```
67
Properties=species:S:1:pos:R:3:lowdin_charge:R:1
C 2.8383 -2.6603 -0.0316 -0.066
B 1.5284 -2.6655 -0.9674 -0.754
O 0.9306 -3.9361 -1.2825 0.017
N 1.0256 -1.4682 -1.4756 0.080
O -0.4641 -1.5001 -1.3654 -0.242
C -0.9422 -0.1972 -1.3596 -0.265
C -1.6254 0.2232 -0.0220 -0.327
C -0.6214 1.1348 0.7209 -0.075
C -1.9407 -0.9663 0.8866 -0.156
C -3.2226 -1.7776 0.5985 -0.373
C -2.9718 -3.2750 0.9413 -0.075
C -3.6792 -1.7159 -0.8623 -0.094
H 2.6459 -3.2028 0.9014 0.033
H 3.7091 -3.1440 -0.4924 0.026
H 3.1151 -1.6396 0.2282 0.028
H 0.7600 -4.4191 -0.4689 0.049
H -0.1643 0.5138 -1.6386 0.094
H -1.7114 -0.1245 -2.1525 0.095
H -2.5135 0.8140 -0.2629 0.121
H 0.3618 0.6701 0.5981 0.080
H -0.5678 2.1273 0.2901 0.035
H -0.7994 1.1623 1.7994 0.063
H -1.0650 -1.6079 0.9413 0.112
H -2.0626 -0.5466 1.8926 0.099
H -4.0618 -1.4741 1.2282 0.113
H -3.7045 -3.6343 1.6639 0.052
H -3.0266 -3.9135 0.0593 0.071
H -1.9972 -3.4371 1.3911 0.058
H -4.6665 -2.1736 -0.9778 0.070
H -3.7277 -0.7076 -1.2697 0.058
H -2.9930 -2.3021 -1.4739 0.078
O -0.5913 4.3834 0.1114 0.112
C 0.5482 4.6011 -0.1800 -0.491
O 1.3904 3.6117 -0.5297 0.032
C 2.7173 4.1152 -0.7336 -0.138
C 2.5304 5.6001 -1.0251 -0.151
C 1.2892 5.9289 -0.1885 -0.076
H 3.3036 3.9503 0.1729 0.133
H 3.1746 3.5609 -1.5440 0.096
H 3.4078 6.1960 -0.7804 0.111
H 2.3086 5.7476 -2.0835 0.114
H 1.5388 6.1977 0.8390 0.126
H 0.6731 6.7050 -0.6343 0.118
O 4.8402 2.4019 -2.5571 0.111
C 4.5104 2.2715 -3.6983 -0.483
O 4.9131 3.1161 -4.6848 0.015
C 4.2638 2.7663 -5.9199 -0.166
C 3.8531 1.3073 -5.7618 -0.154
C 3.5799 1.2175 -4.2618 -0.060
H 3.4032 3.4258 -6.0548 0.123
H 4.9609 2.9269 -6.7397 0.118
H 3.0062 1.0304 -6.3860 0.115
H 4.6900 0.6576 -6.0226 0.115
H 2.5538 1.4899 -4.0097 0.138
H 3.8078 0.2422 -3.8431 0.133
O -2.1613 -4.4650 3.7332 0.133
C -2.6881 -3.7917 4.5626 -0.478
O -3.5134 -2.7574 4.2547 0.017
C -3.9071 -2.0610 5.4428 -0.158
C -3.7209 -3.0631 6.5770 -0.160
C -2.5399 -3.8896 6.0722 -0.076
H -3.2677 -1.1824 5.5556 0.128
H -4.9378 -1.7319 5.3320 0.123
H -3.5565 -2.5904 7.5438 0.110
H -4.6050 -3.6975 6.6587 0.114
H -1.5816 -3.4508 6.3532 0.130
H -2.5799 -4.9267 6.3922 0.121
```

Properties
HOMO energy = -2.1 eV
LUMO = 2.397 eV
total charge = -1
HOMO-LUMO gap = 4.51 eV
2S+1 = 1



(5)
The following is a quantum chemistry calculation of C14H28InN2O6 as an isolated structure, from OMol25.

The geometry in XYZ format:
```
51
Properties=species:S:1:pos:R:3:lowdin_charge:R:1
C 7.1119 0.8177 -1.4892 -0.083
C 5.9858 1.9442 -1.0403 -0.376
O 6.4097 3.2343 -1.0806 -0.130
N 4.5837 1.6453 -0.5571 -0.101
In 3.5885 0.1628 -1.7324 0.410
C 1.5065 0.8331 -2.3182 -0.328
C 0.4215 0.9001 -1.0910 -0.263
N 0.6808 1.2167 0.2198 0.024
C 3.8518 2.9694 -0.5270 -0.379
C 3.3336 3.8313 -1.8235 -0.055
O 3.6066 3.4877 0.7056 -0.085
H 6.9959 -0.2112 -0.9409 0.076
H 7.1250 0.7110 -2.6660 0.077
H 8.1638 1.2661 -1.1550 0.087
H 4.5801 -0.0148 -3.2614 -0.107
H 3.6512 -1.4201 -0.8619 -0.129
H 1.0869 0.0370 -3.0999 0.041
H 1.5775 1.8499 -2.9392 0.033
H -0.7180 0.7017 -1.3741 0.108
H 1.7090 1.3779 0.2952 0.005
H 3.9858 4.8164 -1.9255 0.101
H 2.1931 4.0900 -1.6301 0.098
H 3.3860 3.1662 -2.7865 0.063
O -2.8403 -0.4262 1.8942 0.071
C -2.0335 -0.7030 2.7773 -0.499
O -2.4531 -1.2305 3.9500 -0.018
C -1.5811 -1.7944 4.9482 -0.237
C -1.0878 -0.7244 5.9020 -0.072
C -0.5778 -0.3683 2.6209 -0.005
H -0.7642 -2.3579 4.4883 0.113
H -2.1808 -2.5218 5.5055 0.117
H -0.4870 0.0280 5.3842 0.070
H -0.4780 -1.1679 6.6952 0.079
H -1.9315 -0.1981 6.3576 0.081
H -0.3977 0.6451 2.9843 0.098
H -0.3254 -0.4166 1.5564 0.060
H 0.0858 -1.0710 3.1209 0.072
O -2.7273 -1.0108 -3.4891 0.079
C -3.6918 -1.4530 -2.8712 -0.504
O -4.5627 -0.6138 -2.2657 -0.005
C -5.8328 -1.0147 -1.7170 -0.233
C -5.6797 -1.4777 -0.2817 -0.066
C -3.8717 -2.9321 -2.6834 0.001
H -6.3207 -1.7608 -2.3506 0.108
H -6.4724 -0.1260 -1.7401 0.120
H -5.0418 -2.3628 -0.2120 0.070
H -6.6557 -1.7200 0.1503 0.079
H -5.2088 -0.6987 0.3246 0.078
H -3.3418 -3.2505 -1.7837 0.098
H -3.4430 -3.4444 -3.5510 0.091
H -4.9142 -3.2404 -2.6351 0.067
```

Properties
HOMO energy = -5.5 eV
LUMO = 2.389 eV
total charge = -1
HOMO-LUMO gap = 7.89 eV
2S+1 = 1



(6)
The following is a quantum chemistry calculation of C2H9GaN as an isolated structure, from OMol25.

The geometry in XYZ format:
```
13
Properties=species:S:1:pos:R:3:lowdin_charge:R:1
C -1.0979 1.4905 -0.0631 -0.260
C 0.3930 1.0831 -0.1196 -0.403
Ga 0.5757 -0.9354 -0.5437 0.173
N 0.5253 -1.8722 1.1572 -0.192
H -1.4077 1.9804 -0.9861 0.042
H -1.7374 0.6129 0.0459 0.018
H -1.3189 2.1502 0.7781 0.036
H 0.9164 1.6612 -0.8801 0.001
H 0.8515 1.2721 0.8486 0.007
H 1.9313 -1.2269 -1.3789 -0.143
H -0.6992 -1.3319 -1.4767 -0.118
H -0.2865 -2.4643 1.2720 -0.080
H 1.3545 -2.4197 1.3463 -0.081
```

Properties
HOMO energy = -3.6 eV
LUMO = 4.331 eV
total charge = -1
HOMO-LUMO gap = 7.89 eV
2S+1 = 1
energy above the lowest of the compared OMol25 structures with the same formula, charge and spin = 1.9 kcal per mole



Calculated E in order - -383.119285; -648.612240; -1784.841167; -1465.819485; -1301.183839; -2061.130249 Ha
Calculated molecular weight in order - 98.10; 135.17; 304.58; 430.33; 435.20; 116.82 g mol⁻¹